C28H77AgCrCsN7O19S3 | ωB97M-V with the def2-TZVPD basis set

<S²> = 8.766
LUMO level (spin up / spin down) = 0.0430 / 0.0370 hartree
Orbital gap (spin up / spin down) = 6.02 / 5.57 eV

Geometry as ORCA input:
```
! RIJCOSX wB97M-V def2-TZVPD def2/J DEFGRID3
* xyz -1 6
Cs 1.957 -3.262 -1.622
Ag -1.836 -3.432 0.551
Cr -2.854 1.074 0.737
S -4.301 -2.045 0.821
S -0.432 -1.033 -0.277
S -1.737 -5.978 -0.711
O -1.231 0.204 -0.267
O -1.198 -6.925 0.253
O -0.534 -1.736 1.021
O -0.974 -1.996 -1.238
O -3.920 -2.766 -0.395
O -3.899 -0.595 0.581
O -1.905 -4.169 4.960
O 0.584 4.798 1.618
O -1.993 4.034 -5.204
O 0.729 -3.226 -6.805
O 0.984 -0.750 -0.602
O 3.518 0.766 -2.978
O -3.396 -2.617 1.862
O -2.828 1.180 6.279
O -2.940 -5.347 -0.126
O -0.816 -4.827 -0.773
O 1.961 1.937 4.729
O -1.948 -6.504 -2.045
O -5.739 -2.163 1.021
N -2.156 0.362 2.701
N -1.732 0.889 -3.229
N -1.511 2.913 1.054
N -1.595 -2.028 -4.168
N 0.895 0.316 2.499
N -1.121 -4.824 2.405
N 6.241 3.284 -2.857
C -2.309 2.980 -4.304
C 5.893 1.762 -4.749
C -0.120 -4.610 3.467
C -0.224 2.950 0.268
C 1.218 -4.165 2.914
C -2.306 0.814 7.518
C -4.250 0.564 3.785
C -1.216 1.920 -4.163
C -1.161 5.024 -4.623
C 2.692 2.888 5.495
C -0.806 1.311 -5.480
C 2.454 1.466 -2.393
C -0.496 -2.820 -4.737
C -2.813 -3.258 5.530
C -0.666 -4.294 -4.352
C -2.130 0.478 5.245
C 3.037 -0.782 2.381
C -0.495 4.068 -0.770
C 0.840 3.447 1.251
C 4.753 1.367 -2.602
C 5.256 2.444 -3.553
C 2.790 1.225 3.829
C 1.565 5.280 2.520
C 0.649 -3.367 -8.222
C -2.782 0.921 3.901
C -0.716 -3.611 4.422
C 2.069 -0.028 3.296
C -0.449 -2.658 -6.265
H 5.450 0.550 -2.373
H -0.390 2.067 -6.154
H -0.642 5.072 -0.382
H -1.617 0.877 -6.070
H 2.538 5.355 2.028
H 6.731 3.826 -3.562
H -2.119 3.622 0.660
H -0.067 -3.391 5.279
H 3.576 0.808 4.474
H -0.511 -4.342 -3.272
H 2.332 2.538 -2.583
H -1.271 3.298 1.964
H -1.403 -2.027 -3.168
H 2.317 1.265 -1.323
H -0.057 -5.534 4.062
H 4.637 1.701 -1.557
H 0.448 -2.438 -4.312
H 1.958 -3.804 3.629
H -2.110 1.488 -2.483
H -1.547 -1.059 -4.453
H -0.164 4.590 -4.486
H -1.022 -5.751 1.984
H -3.153 2.434 -4.739
H 0.743 2.800 2.133
H 0.050 -5.017 -4.751
H -4.804 1.211 3.097
H -0.391 2.415 -3.629
H -1.613 5.456 -3.727
H -3.717 -3.790 5.812
H -2.376 -0.641 2.724
H 5.403 0.865 -5.136
H 3.250 3.467 4.747
H 6.927 1.498 -4.530
H -1.041 0.487 -2.591
H 1.615 -3.689 -8.599
H -3.090 -2.463 4.831
H 3.530 -0.150 1.634
H -1.648 -4.703 -4.581
H 3.888 -1.122 2.987
H -1.368 -3.122 -6.639
H -2.922 1.237 8.319
H 5.762 3.950 -2.263
H 0.378 -0.507 2.190
H 1.645 -4.895 2.223
H 1.983 3.568 5.959
H -1.300 1.204 7.722
H -0.194 -4.045 -8.381
H -1.135 0.401 2.812
H 4.369 3.037 -3.798
H 1.213 0.763 1.644
H -2.676 3.446 -3.382
H 1.126 6.201 2.900
H 1.025 -3.326 2.232
H -2.331 -2.785 6.394
H 0.425 -2.381 -8.647
H -2.610 1.999 4.029
H 2.562 -1.607 1.847
H -4.836 0.635 4.709
H 1.747 -0.704 4.089
H -1.061 5.767 -5.416
H -1.065 0.713 5.224
H 1.864 3.423 0.862
H 1.557 0.977 -2.792
H 5.763 2.384 -5.643
H -1.264 3.809 -1.506
H 0.069 2.049 -0.264
H -0.900 -2.684 3.860
H -2.391 -0.580 5.328
H 3.260 1.802 3.027
H -4.454 -0.464 3.481
H -0.531 -1.589 -6.496
H -1.979 -4.838 2.953
H -0.029 0.549 -5.399
H 0.366 4.194 -1.445
H 3.403 2.450 6.197
H -2.317 -0.270 7.686
H 1.661 4.622 3.392
*
```

Here are the Löwdin charges for atoms 1 to 99, given in e: 1.005, 1.008, 0.886, 0.299, 0.206, 0.202, -0.422, -0.378, -0.430, -0.422, -0.374, -0.472, -0.188, -0.205, -0.194, -0.195, -0.521, -0.161, -0.429, -0.175, -0.344, -0.481, -0.202, -0.326, -0.328, 0.020, 0.071, 0.028, 0.074, 0.054, 0.048, 0.032, -0.206, -0.063, -0.412, -0.324, -0.050, -0.138, -0.043, -0.432, -0.106, -0.111, -0.057, -0.137, -0.436, -0.097, -0.053, -0.166, -0.061, -0.053, -0.201, -0.223, -0.435, -0.211, -0.084, -0.100, -0.388, -0.207, -0.385, -0.219, 0.130, 0.077, 0.083, 0.090, 0.093, 0.067, 0.080, 0.129, 0.124, 0.025, 0.085, 0.095, 0.035, 0.070, 0.143, 0.117, 0.101, 0.074, 0.054, 0.016, 0.082, 0.061, 0.136, 0.105, 0.079, 0.079, 0.111, 0.084, 0.094, 0.073, 0.082, 0.075, 0.083, 0.051, 0.081, 0.066, 0.078, 0.093, 0.079


C28H77N7O7 | ωB97M-V with the def2-TZVPD basis set

LUMO level = 0.0168 hartree
ΔE to the lowest compared entry with this formula, charge and spin = 4.371 eV
Structure (SMILES) = COC[C@H](C)N.COC[C@H](C)N.COC[C@H](C)N.COC[C@H](C)N.COC[C@H](C)N.COC[C@H](C)N.COC[C@H](C)N
Orbital gap = 9.60 eV

Geometry as ORCA input:
```
! RIJCOSX wB97M-V def2-TZVPD def2/J DEFGRID3
* xyz 0 1
O 7.257 -5.011 -1.160
O -9.676 -0.806 2.092
O 6.049 4.125 0.620
O -1.262 -0.402 3.237
O -2.497 3.155 -6.531
O -3.597 7.314 1.932
O 2.041 -8.480 4.581
N 7.092 -4.117 -4.688
N -5.171 3.806 -6.049
N 4.574 -9.846 1.944
N -1.381 8.009 0.325
N -0.083 1.659 0.346
N 8.783 5.715 -1.210
N -7.385 -2.659 2.617
C 3.223 -8.526 3.720
C -0.526 0.629 2.592
C 7.143 4.239 -0.289
C -1.260 2.918 -7.142
C -9.311 -1.285 3.380
C 3.392 -9.809 2.775
C -5.744 1.606 -5.779
C -2.727 8.558 0.144
C 6.629 -4.091 -3.341
C -8.695 -2.697 3.228
C 7.666 -4.897 -2.485
C 5.292 -4.784 -3.234
C -8.393 -3.350 4.572
C -0.807 0.632 1.094
C 7.551 5.728 -0.496
C -4.398 6.256 2.483
C -3.762 7.534 0.599
C -2.888 8.830 -1.334
C 6.367 4.112 2.000
C -1.238 -0.447 4.669
C -10.383 0.495 2.089
C 3.395 -11.152 3.588
C 6.470 6.567 -1.258
C 0.827 -8.568 3.786
C -4.546 2.533 -5.758
C -3.452 2.122 -6.700
C 7.233 -3.797 -0.413
C -0.532 -0.744 0.444
H -6.181 1.627 -6.777
H -7.936 -4.319 4.369
H -9.305 -3.334 2.587
H -0.823 1.959 -6.863
H -4.801 7.847 0.500
H -3.907 9.195 -1.465
H -1.850 0.874 0.890
H 2.468 -9.932 2.210
H 6.915 -4.065 0.595
H -1.181 -1.443 0.972
H 7.648 -5.935 -2.816
H 6.321 -3.692 -5.183
H 8.579 5.445 -2.162
H -9.770 1.226 2.617
H -0.248 -0.315 5.105
H 5.392 -5.786 -3.650
H -1.438 7.783 1.307
H -1.461 2.745 -8.199
H -2.762 9.495 0.700
H 5.644 6.728 -0.565
H -7.424 -2.013 1.841
H -5.608 3.732 -6.956
H -3.802 2.242 -7.725
H 7.094 -5.105 -4.897
H 6.560 -3.041 -3.056
H -7.799 -2.743 5.255
H -10.164 -1.370 4.053
H 0.464 -1.085 0.726
H 7.640 6.135 0.511
H 0.514 0.426 2.847
H 6.681 3.152 2.409
H 8.967 6.706 -1.276
H 7.284 4.688 2.128
H 3.212 -7.682 3.030
H 0.910 1.554 0.499
H 0.587 -9.491 3.259
H -1.966 0.272 5.046
H 3.669 -11.981 2.936
H -4.114 2.621 -4.761
H -4.366 5.445 1.755
H 7.935 3.569 0.044
H -11.358 0.370 2.561
H -5.345 0.606 -5.609
H -0.748 -0.789 -0.623
H -4.415 4.421 -6.316
H -6.792 -2.118 3.231
H -0.775 1.554 3.112
H -2.180 9.523 -1.788
H -0.141 1.340 -0.611
H 2.471 -11.309 4.144
H 5.526 4.404 2.629
H -6.500 1.734 -5.004
H -2.836 7.853 -1.815
H -0.518 3.708 -7.029
H 0.820 -7.735 3.084
H 6.754 3.843 -1.226
H 8.266 -3.485 -0.261
H 6.055 6.050 -2.123
H 5.411 -10.008 2.486
H 6.749 7.595 -1.487
H -10.569 0.823 1.067
H -1.723 -1.349 5.042
H 4.295 -11.083 4.199
H -3.573 6.624 0.029
H -3.914 5.927 3.403
H 4.853 -8.938 1.601
H 4.619 -4.172 -3.835
H -2.961 1.159 -6.554
H 0.017 -8.398 4.495
H -5.408 6.581 2.731
H 8.581 -4.307 -2.430
H -8.637 -0.551 3.821
H -9.292 -3.619 5.127
H 4.986 -4.953 -2.202
H 4.127 -8.642 4.318
H 6.546 -3.033 -0.778
H -1.240 7.165 -0.212
*
```

Here are the Löwdin charges for atoms 1 to 99, given in e: -0.216, -0.210, -0.202, -0.213, -0.210, -0.203, -0.190, 0.031, 0.037, 0.030, 0.037, 0.024, 0.026, 0.020, -0.160, -0.197, -0.187, -0.117, -0.216, -0.445, -0.074, -0.442, -0.487, -0.431, -0.198, -0.063, -0.081, -0.427, -0.443, -0.067, -0.267, -0.075, -0.111, -0.095, -0.061, -0.059, -0.053, -0.103, -0.462, -0.196, -0.094, -0.064, 0.079, 0.079, 0.142, 0.080, 0.130, 0.076, 0.134, 0.109, 0.086, 0.068, 0.134, 0.070, 0.075, 0.079, 0.087, 0.082, 0.060, 0.082, 0.141, 0.069, 0.065, 0.066, 0.131, 0.069, 0.131, 0.080, 0.118, 0.079, 0.127, 0.123, 0.076, 0.069, 0.078, 0.110, 0.064, 0.077, 0.080, 0.072, 0.143, 0.086, 0.122, 0.079, 0.072, 0.076, 0.063, 0.066, 0.123, 0.081, 0.057, 0.075, 0.089, 0.082, 0.076, 0.092, 0.085, 0.121, 0.088


C28H77N7O7 | ωB97M-V with the def2-TZVPD basis set

LUMO level = 0.0210 hartree
ΔE to the lowest compared entry with this formula, charge and spin = 1.899 eV
Structure (SMILES) = COC[C@H](C)N.COC[C@H](C)N.COC[C@H](C)N.COC[C@H](C)N.COC[C@H](C)N.COC[C@H](C)N.COC[C@H](C)N
Orbital gap = 9.50 eV

Geometry as ORCA input:
```
! RIJCOSX wB97M-V def2-TZVPD def2/J DEFGRID3
* xyz 0 1
O 23.195 -25.136 24.893
O 22.843 -18.782 15.344
O 17.301 -22.732 18.724
O 21.860 -21.474 20.922
O 25.573 -19.917 18.608
O 16.054 -29.310 24.095
O 19.209 -25.806 26.137
N 14.611 -21.516 18.751
N 25.816 -17.632 13.466
N 18.232 -23.754 24.393
N 23.367 -23.465 22.480
N 21.946 -27.378 26.461
N 17.164 -26.844 24.463
N 27.854 -17.444 20.124
C 22.596 -25.172 20.873
C 19.540 -24.463 26.399
C 16.159 -30.623 24.633
C 26.986 -18.647 20.111
C 17.191 -27.459 23.117
C 24.408 -17.959 13.700
C 16.884 -21.724 17.855
C 24.206 -24.587 25.703
C 22.670 -19.592 16.470
C 15.427 -21.808 17.528
C 25.990 -18.620 21.283
C 26.296 -21.110 18.500
C 17.078 -28.968 23.208
C 23.372 -28.902 25.268
C 18.598 -22.445 19.214
C 26.291 -18.734 18.790
C 22.917 -23.707 21.061
C 23.389 -26.509 24.540
C 19.522 -23.699 25.098
C 19.776 -22.220 25.380
C 23.191 -27.477 25.706
C 23.908 -18.983 12.722
C 18.463 -27.041 22.414
C 21.708 -22.837 20.772
C 14.952 -20.909 16.417
C 24.146 -18.308 15.146
C 18.938 -26.624 27.229
C 22.825 -20.894 20.028
H 24.636 -19.798 12.640
H 18.574 -25.981 22.224
H 15.379 -21.204 15.443
H 18.925 -23.252 19.869
H 23.822 -21.107 20.418
H 18.757 -27.614 26.842
H 16.947 -29.451 22.229
H 21.432 -23.056 19.714
H 23.262 -24.284 23.071
H 27.646 -19.515 20.234
H 26.454 -18.493 22.264
H 25.726 -21.668 17.757
H 15.932 -31.383 23.869
H 18.031 -26.149 27.651
H 18.776 -24.066 27.085
H 24.424 -29.138 25.088
H 22.554 -19.063 17.433
H 24.166 -25.011 26.702
H 15.246 -19.851 16.471
H 26.356 -18.495 13.442
H 22.890 -29.589 25.958
H 22.734 -22.778 22.875
H 23.510 -20.278 16.637
H 15.115 -20.968 19.438
H 20.776 -22.075 25.812
H 14.366 -22.387 19.206
H 26.143 -17.110 14.279
H 18.105 -26.781 24.909
H 21.137 -27.710 25.926
H 17.505 -21.728 16.937
H 23.982 -23.523 25.784
H 19.776 -21.658 24.450
H 19.616 -26.544 28.086
H 18.587 -27.626 21.496
H 15.167 -22.832 17.238
H 23.710 -23.375 20.374
H 27.344 -16.595 19.900
H 26.939 -18.470 17.935
H 22.351 -25.390 19.824
H 22.578 -19.839 19.972
H 26.314 -21.666 19.439
H 22.928 -29.089 24.279
H 16.648 -27.463 25.084
H 19.362 -22.412 18.427
H 22.677 -26.751 23.740
H 21.708 -20.081 16.318
H 21.667 -26.399 26.570
H 17.046 -20.691 18.230
H 21.702 -25.473 21.423
H 24.882 -19.031 15.550
H 17.996 -29.408 23.636
H 22.708 -21.365 19.040
H 25.388 -19.529 21.359
H 23.830 -17.035 13.585
H 28.194 -17.326 21.073
H 23.396 -25.841 21.192
H 19.321 -27.321 23.050
H 27.312 -20.951 18.134
H 23.690 -18.524 11.764
H 24.403 -26.664 24.127
H 24.297 -17.404 15.766
H 20.795 -23.110 21.311
H 17.896 -24.724 24.397
H 15.305 -30.740 25.318
H 20.538 -24.415 26.859
H 16.368 -26.985 22.569
H 25.133 -24.648 25.131
H 20.225 -24.122 24.384
H 25.355 -17.739 21.124
H 23.008 -19.480 13.087
H 17.047 -30.821 25.244
H 23.940 -27.138 26.427
H 17.526 -23.256 24.938
H 19.070 -21.921 26.153
H 25.584 -17.891 18.705
H 13.874 -20.902 16.282
H 18.507 -21.527 19.800
*
```

Here are the Löwdin charges for atoms 1 to 99, given in e: -0.248, -0.181, -0.165, -0.179, -0.215, -0.203, -0.273, 0.036, 0.037, 0.048, 0.071, 0.058, 0.048, 0.031, -0.067, -0.200, -0.104, -0.438, -0.414, -0.462, -0.268, -0.095, -0.117, -0.428, -0.050, -0.104, -0.227, -0.065, -0.106, -0.247, -0.408, -0.194, -0.440, -0.061, -0.458, -0.053, -0.069, -0.277, -0.087, -0.234, -0.125, -0.070, 0.082, 0.068, 0.078, 0.074, 0.070, 0.087, 0.131, 0.116, 0.022, 0.135, 0.073, 0.086, 0.091, 0.100, 0.135, 0.081, 0.083, 0.085, 0.079, 0.068, 0.079, 0.060, 0.076, 0.064, 0.075, 0.063, 0.067, 0.044, 0.072, 0.132, 0.090, 0.078, 0.094, 0.081, 0.141, 0.121, 0.069, 0.130, 0.082, 0.091, 0.087, 0.081, 0.067, 0.088, 0.121, 0.089, 0.050, 0.132, 0.072, 0.122, 0.125, 0.090, 0.064, 0.139, 0.066, 0.076, 0.077


DFT total energy across the listed records, respectively: -145091.815 -55040.765 -55043.236 eV.
Max |F| across the listed records, respectively: 0.079 0.057 0.049 hartree/bohr.